[1]
13
Properties=species:S:1:pos:R:3:forces:R:3:mulliken_charge:R:1 method="wB97M-V/def2-TZVPD" e_tot_ha=-286.45474 homo_energy_ev=-7.81 relative_energy_kj_mol=464.5
C -1.576802 -0.702018 -0.065224 -0.0111 -0.0358 0.0286 -1.2897
C -0.412206 0.242776 0.045488 -0.0677 -0.0723 0.0484 0.2850
C 0.651146 0.056272 1.080539 -0.1941 0.1374 0.2365 -0.6014
N 1.722858 0.808357 0.639882 -0.0598 0.0033 -0.2847 -0.2581
C 1.632376 0.893827 -0.641010 0.2353 0.0056 0.1876 -0.2406
O 0.578287 -0.020190 -1.077754 0.0346 -0.1879 -0.0197 -0.2788
H -2.144400 -0.529756 -0.984228 0.0901 -0.0051 0.1294 0.3502
H -1.250545 -1.745537 -0.025907 -0.0272 0.1519 -0.0120 0.2845
H -2.242686 -0.524968 0.785477 0.0808 -0.0152 -0.1022 0.3558
H -0.692799 1.296623 -0.129136 0.0548 -0.0929 0.0622 0.3101
H 0.441678 0.024633 2.144923 0.0432 0.0099 -0.1641 0.2545
H 0.885105 -0.872771 -0.401365 -0.0517 0.1113 -0.2219 0.5098
H 2.407989 1.072753 -1.371686 -0.1272 -0.0101 0.1118 0.3185

***

[2]
39
Properties=species:S:1:pos:R:3:forces:R:3:lowdin_spin:R:1 method="wB97M-V/def2-TZVPD" s2=6.01 e_tot_ha=-2902.02835 homo_energy_ev="-19.10 / -19.10" charge=+4 spin_multiplicity=5
Pm -2.735633 -1.044780 -5.526489 -4.0039 -1.1784 1.7869 4.0671
Bi 1.076284 1.095633 -2.587767 -1.0367 -0.0860 3.4798 0.0000
Cl -2.577879 -2.243383 -3.293501 0.1721 1.2844 -2.0740 -0.0571
Cl -1.017704 2.412436 -2.707089 0.5064 -1.3528 -0.7591 0.0004
C 1.272172 3.324368 -1.413968 -0.8663 4.3345 -0.8741 0.0000
C -0.488212 -1.567691 -5.671983 8.9629 -3.5404 -0.7843 -0.0084
C -1.165754 0.823930 -6.331074 3.7267 4.4117 -2.4217 -0.0078
O 0.965269 4.426710 -1.527153 1.5614 -4.1410 0.9619 0.0000
O 0.618836 -1.927784 -5.782205 -6.1395 2.1160 0.6752 0.0063
O -0.407328 1.569781 -6.778201 -3.3820 -3.2983 2.0024 0.0005
C -1.023630 -2.495346 0.081456 0.2340 -0.2577 0.4447 -0.0004
N -0.896095 -1.319213 0.958415 0.4727 0.2065 -1.0477 -0.0002
C -1.483369 -1.496102 2.294970 -0.3694 0.0382 0.6935 0.0000
P 0.316941 -0.211060 0.766517 -2.0565 -0.3693 5.4035 0.0000
O 0.699290 -0.112953 -0.689321 1.3120 1.4614 -5.4347 0.0001
N -0.445158 1.131395 1.394436 0.3122 -0.1600 -1.2142 0.0000
C 0.393333 2.264485 1.774092 -0.3065 -0.3004 0.5482 0.0000
C -1.709319 1.512621 0.725677 -0.0182 -0.1256 0.3482 0.0000
N 1.650188 -0.498443 1.670033 0.1085 0.6474 -1.7849 0.0001
C 3.041877 -0.320238 1.188397 -0.1588 -0.3244 0.4074 0.0000
C 1.552371 -0.886750 3.068290 0.2639 -0.4450 1.0091 0.0000
H -1.101389 -2.198465 -0.968028 0.2085 0.0011 0.1258 -0.0004
H -1.965256 -3.011187 0.347886 0.6010 0.1902 -0.1585 0.0000
H -0.166933 -3.174907 0.237471 -0.4857 -0.0163 -0.2870 0.0000
H -1.832760 -0.527281 2.686024 0.2500 -0.4697 -0.0116 0.0000
H -2.355289 -2.159013 2.208735 0.2733 0.2676 -0.0180 0.0000
H -0.771621 -1.961460 2.996310 -0.5909 0.2165 -0.2454 0.0000
H 0.907502 2.714272 0.921662 0.2266 0.2152 -0.1739 0.0000
H -0.250655 3.019791 2.225476 0.2389 0.0096 0.0620 0.0000
H 1.122234 1.916279 2.502529 0.1490 0.3042 -0.0305 0.0000
H -1.560475 1.589624 -0.360410 -0.2621 0.0954 0.2286 0.0000
H -2.492229 0.772655 0.927228 0.2112 0.2019 -0.0800 0.0000
H -2.035737 2.481821 1.119796 0.0480 -0.2567 -0.1398 0.0000
H 3.518191 0.572365 1.622137 -0.1979 -0.2649 -0.0578 0.0000
H 3.590125 -1.221261 1.513577 0.0159 0.4953 -0.3987 0.0000
H 3.053394 -0.250064 0.102857 0.1418 -0.0936 -0.0095 0.0000
H 1.005765 -0.161925 3.694982 0.1691 -0.2494 -0.2998 0.0000
H 1.106886 -1.885558 3.178047 0.2756 0.3775 0.0263 0.0000
H 2.591750 -0.953309 3.430207 -0.5673 0.0552 0.1020 0.0000

***

[3]
20
Properties=species:S:1:pos:R:3:forces:R:3:mulliken_charge:R:1 method="wB97M-V/def2-TZVPD" e_tot_ha=-762.83956 homo_energy_ev=-3.95 relative_energy_kj_mol=592.5 charge=-1
C 0.514550 1.109835 -0.754967 1.7854 0.8354 -0.3279 -0.7141
O 1.642118 1.910734 -0.266315 -2.8128 -1.7881 -1.6293 -0.9714
C 0.399573 -0.196828 0.098627 1.6261 0.5298 -0.2429 0.8139
C -0.630807 -1.063257 -0.549798 2.9975 -1.1628 2.3938 -0.5743
C -0.945011 -2.370164 0.127014 -0.6976 -1.9256 -3.1823 -0.4932
S -2.024284 -2.321632 1.478256 -0.4223 0.8400 1.0040 -0.3767
N 1.807785 -0.880725 0.018988 -0.5086 1.8523 0.2545 -0.7835
H -0.456598 1.617568 -0.726427 -0.2032 0.4272 0.8542 0.3228
H 0.367846 0.813230 -1.957723 1.5042 0.3272 2.2032 0.1989
H 0.060483 0.073817 1.145456 0.6034 -0.3495 -1.0265 0.1438
H -1.604022 -0.498062 -0.400118 -1.6596 0.9220 -0.0566 -0.6335
H -0.503092 -1.201208 -1.568250 0.4849 0.0527 -2.1315 0.5127
H 0.056854 -2.997314 0.167352 -1.7470 1.5209 0.3823 0.3543
H -1.543315 -2.873545 -0.717947 0.9502 -0.0213 1.1064 0.1980
H -2.382252 -0.146474 -0.007908 0.2258 -1.2336 0.9340 0.4563
H 2.483572 -0.043707 0.053693 -1.5080 -1.0705 -0.2378 0.2936
H 2.056914 -1.442223 0.841752 -0.7051 0.3210 -0.1938 0.2545
H 0.080255 4.222157 0.844232 -0.2049 0.5734 -0.0934 0.2795
H 0.653439 2.894169 0.873515 1.5103 -1.6616 -1.0174 0.3989
O -0.034007 3.393629 1.300569 -1.2190 1.0110 1.0072 -0.6804

***

[4]
15
Properties=species:S:1:pos:R:3:forces:R:3:mulliken_charge:R:1 method="wB97M-V/def2-TZVPD" e_tot_ha=-5721.25952 homo_energy_ev=-10.34 relative_energy_kj_mol=102.0 smiles="O=[P@]1(Br)C=CCC1.Br"
C 0.582818 -1.148087 -0.618627 -2.4073 -3.8606 0.2018 -0.3449
C -0.803572 -0.640939 -1.108109 1.9980 2.4837 0.9961 -0.4138
C 1.208566 -0.187381 0.285856 0.8934 2.7282 -1.2135 -0.7880
C -0.952254 0.738695 -1.080849 0.5274 -3.7680 0.7722 -0.3758
O -0.347739 1.930198 1.334105 0.3384 -0.2441 -0.9200 -0.6151
P 0.234530 1.384903 0.071166 0.3742 -0.1210 0.7904 0.7062
Br -1.700986 -0.892478 2.859092 -0.1835 -0.7233 0.3750 -0.2712
Br 1.563541 2.839075 -0.972126 -0.2909 -0.2159 0.1537 -0.2659
H 0.437402 -2.171221 0.028951 0.1576 2.1626 -1.9355 0.2623
H 1.085994 -1.417664 -1.572308 0.3034 0.1839 0.8532 0.3226
H -1.423708 -1.454835 -1.405461 -0.9667 0.1678 -0.6111 0.3891
H -1.394160 0.212915 2.058028 0.2296 0.8516 -0.3433 0.2201
H 1.125228 -0.382891 1.312694 -0.2561 -0.6068 1.4222 0.3495
H 2.252477 -0.030135 0.054547 0.2925 0.2248 0.0564 0.4066
H -1.868138 1.219843 -1.246959 -1.0100 0.7371 -0.5977 0.4182

***

[5]
19
Properties=species:S:1:pos:R:3:forces:R:3:lowdin_spin:R:1 method="wB97M-V/def2-TZVPD" s2=9.33 e_tot_ha=-1998.82783 homo_energy_ev="-21.81 / -21.88" relative_energy_kj_mol=154.9 charge=+3 spin_multiplicity=6
O -2.258553 -2.820260 -1.213707 2.8672 3.9520 -0.5758 0.0023
C -1.587362 -1.894642 -1.351589 -4.1248 -5.6519 0.6380 -0.0098
Dy -0.175370 0.027804 -1.504155 -0.1059 -0.2400 0.5264 5.0806
O -0.614350 0.064885 -5.078448 0.7684 -0.0891 6.3918 0.0038
C -0.474711 0.049517 -3.921351 -0.9734 0.1088 -8.0717 -0.0045
C 1.220903 1.926873 -1.643014 4.8072 6.4918 -0.2147 -0.0098
O 1.912972 2.856570 -1.645480 -3.3871 -4.5514 0.0198 0.0027
C 1.712928 -1.391936 -1.745720 5.6862 -4.2228 -0.4790 -0.0099
O 2.637348 -2.074786 -1.797772 -3.8803 2.8626 0.2246 0.0025
C -2.075180 1.429470 -1.251545 -5.7319 4.2797 1.0198 -0.0098
O -2.983921 2.111569 -1.063972 3.9056 -2.9350 -0.8003 0.0025
N 1.066997 0.914832 2.964933 -0.0443 0.0402 -0.5687 -0.0014
C 0.306304 -0.032531 2.534324 -0.0566 0.0075 -0.4782 -0.0101
N -0.332799 -0.992750 3.109483 -0.0951 -0.0298 -0.5593 -0.0014
S 0.104841 -0.011113 0.866861 -0.2761 0.0478 -2.3897 -0.0366
H 1.245150 0.986087 3.924672 0.7380 0.6983 1.6772 -0.0002
H 1.434777 1.534970 2.248647 0.2543 0.1819 0.9124 -0.0004
H -0.862486 -1.595653 2.485907 -0.0313 -0.2073 0.9421 -0.0003
H -0.277489 -1.088904 4.081927 -0.3200 -0.7433 1.7855 -0.0002

***

[6]
12
Properties=species:S:1:pos:R:3:forces:R:3:mulliken_charge:R:1 method="wB97M-V/def2-TZVPD" e_tot_ha=-306.43585 homo_energy_ev=-9.78 relative_energy_kj_mol=185.0 smiles="C=C[C@H](O)C=O"
O 0.929123 0.960280 -1.234703 0.0913 0.0372 0.1091 -0.5315
C 0.394875 -0.266751 -0.738312 -0.1594 -0.2588 0.1375 0.0743
C 0.535169 -0.509777 0.737065 -0.1505 0.0769 0.1946 -0.2383
C -0.064016 0.262786 1.639893 0.0985 -0.0501 -0.0468 -0.6355
O -2.002386 -0.000314 -0.345607 0.3945 -0.1856 -0.5383 -0.4427
C -1.098818 -0.186898 -1.120215 -0.4130 0.0810 0.1714 0.0422
H 1.417866 1.375659 -0.516334 -0.0350 0.0015 -0.0175 0.3641
H 0.852467 -1.096015 -1.297959 -0.0984 0.1512 0.0553 0.2432
H 1.024207 -1.431602 1.042986 -0.0750 0.1069 -0.0473 0.2879
H -0.121397 -0.022201 2.686068 0.2716 0.1351 -0.0839 0.2699
H -0.571745 1.179330 1.353382 0.0231 -0.1694 0.0595 0.2253
H -1.295343 -0.264497 -2.206263 0.0523 0.0740 0.0064 0.3412

***

[7]
42
Properties=species:S:1:pos:R:3:forces:R:3:mulliken_charge:R:1 method="wB97M-V/def2-TZVPD" e_tot_ha=-1502.38251 homo_energy_ev=-8.01 smiles="CC[C@H](C)c1c(CC=O)c(CCCI)c2nsnc2c1C"
C 3.421542 -0.534198 1.652468 -0.1526 -1.8444 0.0270 -0.8180
C 3.320871 -0.698391 0.035451 0.4813 0.8906 -0.8865 -0.2911
C 2.545667 0.564944 -0.740350 0.4353 -0.3443 -0.9816 0.5707
C 2.948625 2.038867 -0.173781 0.3515 0.7766 -0.3665 -1.2895
C 0.970014 0.237830 -0.959203 -3.6206 -2.5424 -2.2954 0.4049
C -0.320065 0.796267 -0.125527 -2.0949 -2.0383 -2.0548 0.4411
C -0.117541 1.834039 1.121734 -0.3558 0.3261 0.6310 -0.6594
C 0.594385 1.137488 2.466008 -1.7266 -4.9877 2.0612 -0.0479
O 0.126327 0.023208 3.059911 2.5563 6.9618 -3.8380 -0.5043
C -1.874040 0.314572 -0.510899 1.6889 -0.1039 -0.3400 0.1065
C -3.222421 0.889160 0.294007 0.7766 -0.2683 -0.0003 -0.9420
C -3.404456 0.246598 1.790972 -1.2677 0.5541 0.4489 -0.2336
C -4.413983 -1.062227 1.845273 2.3820 -0.2964 1.4799 -0.9405
I -6.485117 -0.615452 1.268740 1.1590 -0.2533 0.1554 0.0079
C -2.223212 -0.769503 -1.716389 1.0457 -0.2123 -0.1468 0.1484
N -3.600167 -1.316547 -2.135092 6.9520 0.0931 -0.8528 -0.5014
S -3.146298 -2.439809 -3.440878 2.9746 2.5461 2.4689 0.1447
N -1.372201 -2.355687 -3.570982 -1.5275 3.7139 4.1597 -0.5612
C -0.929648 -1.348985 -2.532003 -1.9212 -0.2881 0.2012 0.2621
C 0.613981 -0.858640 -2.173023 -0.6601 1.1857 1.5022 -0.0221
C 1.790333 -1.591044 -3.105516 -1.4155 0.0652 -0.2474 -1.2373
H 3.683834 0.532737 2.049834 -0.6914 -1.9835 -0.9867 0.1618
H 4.288212 -1.252249 2.027241 -1.7995 1.5022 -0.7390 0.3399
H 2.414128 -0.980361 2.109027 2.2400 1.3640 -0.7418 0.1569
H 4.412141 -0.733390 -0.444269 -2.2688 0.1402 1.1351 0.3062
H 2.774676 -1.668763 -0.345441 1.0831 1.8380 1.2177 0.2205
H 3.032230 0.535211 -1.834045 -1.3448 0.0929 2.3269 0.0817
H 2.455805 2.913652 -0.816129 0.8882 -2.0449 1.3210 0.3273
H 4.122835 2.198472 -0.303992 -2.5165 -0.5502 0.3636 0.3164
H 2.688362 2.246966 0.947497 0.4828 -0.5849 -2.1605 0.2121
H 0.472046 2.822866 0.803571 -1.0584 -2.4648 0.6472 0.3869
H -1.153767 2.253264 1.543632 2.0804 -1.2302 -1.0984 0.2940
H 1.599368 1.588115 2.926152 -2.1765 -0.6597 -1.0512 0.3053
H -3.177888 2.057022 0.418712 0.1145 -2.2925 -0.4348 0.3295
H -4.183129 0.639973 -0.336124 2.0404 0.4419 1.1032 0.3829
H -3.938721 1.085238 2.448810 1.1375 -1.7738 -1.3503 0.2546
H -2.398826 -0.006646 2.334039 -1.7811 0.3034 -1.2732 0.1790
H -4.454288 -1.391853 2.991227 -0.0850 0.6624 -2.6431 0.4249
H -3.947819 -1.954231 1.237042 -1.3108 1.8200 0.9719 0.3462
H 1.262754 -2.014290 -4.084824 0.9958 0.9618 2.2097 0.3823
H 2.218537 -2.528207 -2.541069 -0.5892 2.0550 -1.0365 0.2546
H 2.606913 -0.836016 -3.481811 -1.5011 -1.5312 1.0938 0.2991

***

[8]
8
Properties=species:S:1:pos:R:3:forces:R:3:mulliken_charge:R:1 method="wB97M-V/def2-TZVPD" e_tot_ha=-532.58316 homo_energy_ev=-7.80 relative_energy_kj_mol=260.1 smiles="OP=c1cc1"
C -1.146548 -1.110297 -0.047291 -1.1311 -1.5794 -0.5083 -0.0916
C -1.011516 0.183134 -0.093268 2.6587 -3.5196 0.2216 -0.3154
C 0.232530 -0.704874 -0.056638 -1.8153 1.2823 0.3251 0.1378
O 2.253537 0.829308 -0.043603 -1.2782 -0.7714 -2.1048 -0.5046
P 1.880076 -0.805458 0.001008 0.2318 0.3624 0.2630 -0.2074
H -1.866912 -1.980406 -0.123152 1.1432 1.2553 0.2422 0.2823
H -1.377498 1.117518 -0.219948 -0.9765 2.5598 -0.1789 0.3961
H 2.747604 1.242278 0.619071 1.1674 0.4106 1.7401 0.3027